No. 1
C6H5Br3O | ωB97M-V/def2-TZVPD

```
! RIJCOSX wB97M-V def2-TZVPD def2/J DEFGRID3
* xyz 0 1
C -1.10 0.52 -0.99
C -1.25 -0.62 0.00
C -0.08 1.58 -0.61
C 0.00 -0.76 0.91
C 0.96 0.33 0.86
C 1.34 -0.92 0.21
O -1.55 0.54 -2.12
Br -0.92 2.97 0.37
Br 2.65 -1.92 1.32
Br 1.50 -1.17 -1.67
H -2.07 -0.54 0.58
H -1.47 -1.52 -0.56
H 0.62 1.89 -1.51
H -0.14 -1.30 1.74
H 1.50 0.90 1.49
*
```

Results
* total energy: -218474.03190 eV
* LUMO energy: -0.33 eV
* relative energy (zero: lowest compared OMol25 entry of this formula, charge and spin): 39.69 kcal per mole
* E_HOMO: -9.260 eV

No. 2
C2H4N2OS | ωB97M-V/def2-TZVPD

```
! RIJCOSX wB97M-V def2-TZVPD def2/J DEFGRID3
* xyz 0 1
H 0.35 1.88 -0.51
N 1.02 1.26 -0.06
C 0.62 0.06 -0.14
N 1.42 -0.98 0.19
O -0.64 -0.34 -0.51
C -1.64 0.21 0.22
S -3.19 -0.11 -0.06
H 2.35 -0.90 -0.14
H 0.93 -1.87 -0.08
H -1.21 0.79 1.09
*
```

Results
* total energy: -18000.94811 eV
* LUMO energy: -0.04 eV
* relative energy (zero: lowest compared OMol25 entry of this formula, charge and spin): 39.46 kcal per mole
* structure (SMILES): [H]/N=C(/N)OC=S
* E_HOMO: -9.311 eV

No. 3
C41H35CoN14OS | ωB97M-V/def2-TZVPD

```
! RIJCOSX wB97M-V def2-TZVPD def2/J DEFGRID3
* xyz 1 2
Co -0.69 0.42 0.55
C 5.83 -1.07 -2.59
N 4.75 -1.25 -1.62
C 4.74 -1.00 -0.30
N 3.53 -1.18 0.19
C 2.83 -1.56 -0.91
N 3.52 -1.62 -2.02
C 5.90 0.36 -3.10
C 6.03 0.63 -4.45
C 6.10 1.95 -4.90
C 5.99 3.00 -4.00
C 5.84 2.73 -2.65
C 5.82 1.41 -2.21
C 5.61 3.79 -1.67
N 5.61 5.07 -1.81
N 5.24 5.59 -0.57
C 5.04 4.58 0.20
O 5.27 3.40 -0.42
C 4.57 4.54 1.59
C 4.49 5.70 2.35
C 4.02 5.63 3.65
C 3.63 4.41 4.19
C 3.72 3.25 3.43
C 3.25 1.92 3.98
N 1.93 1.58 3.46
C 1.61 1.03 2.29
N 0.29 1.07 2.14
C -0.15 1.66 3.29
N 0.82 1.99 4.11
C 4.19 3.32 2.13
H 5.63 -1.75 -3.41
H 6.76 -1.37 -2.10
H 5.62 -0.71 0.25
H 1.78 -1.80 -0.89
H 6.09 -0.18 -5.17
H 6.21 2.15 -5.95
H 6.01 4.03 -4.34
H 5.69 1.22 -1.15
H 4.79 6.64 1.92
H 3.96 6.52 4.25
H 3.26 4.36 5.21
H 3.16 1.94 5.06
H 3.93 1.11 3.69
H 2.31 0.62 1.58
H -1.19 1.81 3.51
H 4.26 2.42 1.53
C 0.66 -3.60 2.08
C 0.43 -2.22 2.00
N -0.24 -1.66 1.02
C -0.72 -2.46 0.04
C -0.56 -3.85 0.03
C 0.16 -4.42 1.09
C -1.12 -4.62 -1.04
C -1.80 -4.02 -2.04
C -1.98 -2.60 -2.06
C -2.67 -1.93 -3.09
C -2.77 -0.57 -3.06
C -2.17 0.13 -2.00
N -1.53 -0.46 -1.01
C -1.44 -1.82 -1.03
H 1.22 -4.01 2.91
H 0.79 -1.56 2.78
H 0.32 -5.49 1.12
H -0.98 -5.69 -1.03
H -2.23 -4.60 -2.85
H -3.10 -2.50 -3.90
H -3.28 -0.02 -3.83
H -2.19 1.21 -1.98
C -4.32 4.66 0.46
C -4.40 3.30 1.03
N -5.44 2.77 1.59
N -5.04 1.51 1.94
C -3.77 1.23 1.61
S -2.89 -0.16 1.88
N -3.36 2.39 1.01
N -2.08 2.53 0.50
H -5.25 5.18 0.65
H -4.14 4.63 -0.62
H -3.50 5.22 0.92
H -5.67 0.89 2.42
H -1.53 3.22 1.00
H -2.10 2.78 -0.49
C 2.06 3.15 -2.32
C 1.68 1.87 -2.72
C 0.93 1.07 -1.88
C 0.53 1.46 -0.59
C 0.97 2.75 -0.21
C 1.70 3.58 -1.05
H 2.63 3.79 -2.98
H 1.97 1.51 -3.70
H 0.66 0.08 -2.24
H 0.72 3.15 0.77
H 1.99 4.57 -0.71
*
```

Results
* total energy: -114452.43946 eV
* LUMO energy (spin up / spin down): -2.75 / -2.75 eV
* ⟨S²⟩: 0.7808
* relative energy (zero: lowest compared OMol25 entry of this formula, charge and spin): 0.00 kcal per mole
* E_HOMO (spin up / spin down): -10.431 / -10.226 eV

No. 4
C4H7ClP | ωB97M-V/def2-TZVPD

```
! RIJCOSX wB97M-V def2-TZVPD def2/J DEFGRID3
* xyz 1 1
C 0.56 0.66 -1.71
C -0.38 0.97 -0.01
C -1.64 1.29 0.56
C 0.70 -1.83 0.29
P 1.01 -0.09 -0.18
Cl 2.84 0.36 0.56
H 0.93 1.17 -2.64
H -2.32 1.56 -0.22
H -1.51 2.14 1.35
H -2.05 0.36 1.08
H 0.56 -2.31 -0.73
H -0.19 -1.93 0.82
H 1.48 -2.34 0.81
*
```

Results
* total energy: -26060.58327 eV
* LUMO energy (spin up / spin down): -6.07 / -6.08 eV
* relative energy (zero: lowest compared OMol25 entry of this formula, charge and spin): 89.76 kcal per mole
* E_HOMO (spin up / spin down): -14.606 / -14.324 eV

No. 5
C24H41B2F19N2O24S5Zr2 | ωB97M-V/def2-TZVPD

```
! RIJCOSX wB97M-V def2-TZVPD def2/J DEFGRID3
* xyz 2 1
Zr 5.09 -20.19 26.91
Zr 5.28 -16.36 29.13
N 4.79 -14.79 30.39
S 4.34 -14.63 31.94
O 2.99 -14.27 32.18
O 5.40 -14.49 32.89
F 4.24 -16.25 32.13
S 4.96 -13.07 30.24
O 6.10 -12.45 30.86
O 3.76 -12.31 30.10
F 5.44 -13.14 28.73
N 7.01 -20.68 27.38
S 7.74 -21.16 28.72
O 8.54 -20.26 29.50
O 7.96 -22.56 28.82
F 6.31 -20.99 29.53
S 8.66 -20.54 26.60
O 9.45 -21.71 26.59
O 9.20 -19.22 26.66
F 8.08 -20.57 25.13
B 5.12 -20.74 24.76
H 5.06 -19.63 24.90
H 5.11 -21.08 23.68
H 6.05 -21.02 25.32
H 4.33 -21.24 25.38
B 6.55 -17.88 30.17
H 7.28 -18.55 30.72
H 6.27 -16.99 30.80
H 7.00 -17.45 29.24
H 5.63 -18.44 29.85
O 5.35 -17.99 27.30
C 6.32 -17.46 26.31
C 6.78 -16.02 26.41
O 6.58 -15.45 27.68
H 5.81 -17.61 25.35
H 7.06 -18.27 26.29
H 6.36 -15.37 25.64
H 7.86 -16.04 26.20
C 11.19 -17.13 29.08
C 9.91 -16.37 29.18
O 10.13 -15.31 30.14
C 9.12 -14.68 30.70
O 7.97 -14.88 30.41
C 9.49 -13.59 31.70
F 10.72 -13.72 32.15
F 9.33 -12.38 31.18
F 8.63 -13.71 32.71
H 12.14 -16.60 29.17
H 11.31 -17.51 28.06
H 11.12 -17.99 29.75
H 9.05 -17.00 29.35
H 9.63 -15.86 28.25
C 2.87 -17.41 21.98
C 3.03 -18.41 23.12
O 2.02 -18.12 24.12
C 2.13 -18.52 25.34
O 3.02 -19.23 25.81
C 0.95 -18.01 26.19
F 0.04 -17.35 25.48
F 0.36 -19.03 26.79
F 1.43 -17.11 27.08
H 3.13 -16.40 22.29
H 1.89 -17.42 21.50
H 3.62 -17.67 21.24
H 4.02 -18.30 23.56
H 2.92 -19.46 22.85
C 10.18 -13.45 26.19
C 9.13 -12.99 27.19
O 9.65 -11.81 27.80
C 9.19 -10.63 27.50
O 8.42 -10.41 26.60
C 9.77 -9.47 28.32
F 10.71 -8.85 27.59
F 8.83 -8.63 28.68
F 10.42 -9.91 29.42
H 9.73 -14.24 25.59
H 11.08 -13.70 26.75
H 10.53 -12.65 25.54
H 9.05 -13.73 27.99
H 8.11 -12.80 26.86
C 7.11 -12.68 24.29
C 6.42 -13.33 23.10
O 5.10 -12.80 22.91
C 4.32 -13.35 22.00
O 4.50 -14.36 21.39
C 2.99 -12.57 21.77
F 2.89 -12.15 20.51
F 1.96 -13.37 22.04
F 2.93 -11.48 22.56
H 7.14 -11.61 24.09
H 8.14 -13.03 24.33
H 6.57 -12.78 25.22
H 6.33 -14.41 23.21
H 7.04 -13.15 22.22
C 0.62 -12.79 29.44
C 1.40 -14.03 29.16
O 1.79 -14.01 27.75
C 2.90 -14.43 27.28
O 3.78 -15.05 27.86
C 3.13 -14.14 25.80
F 4.31 -13.64 25.53
F 3.06 -15.35 25.20
F 2.18 -13.39 25.30
H -0.43 -12.96 29.26
H 1.04 -11.92 28.94
H 0.75 -12.57 30.50
H 0.80 -14.94 29.22
H 2.31 -14.12 29.73
C 10.17 -17.39 24.00
C 10.07 -16.05 23.25
O 8.73 -15.93 22.77
S 8.18 -17.38 22.43
O 8.59 -17.89 21.15
O 6.77 -17.38 22.74
O 9.03 -18.14 23.53
H 10.07 -17.29 25.08
H 11.16 -17.78 23.78
H 10.69 -16.07 22.35
H 10.39 -15.13 23.73
*
```

Results
* total energy: -187371.80275 eV
* LUMO energy: -9.87 eV
* relative energy (zero: lowest compared OMol25 entry of this formula, charge and spin): 0.00 kcal per mole
* E_HOMO: -14.658 eV

No. 6
C6H12O | ωB97M-V/def2-TZVPD

```
! RIJCOSX wB97M-V def2-TZVPD def2/J DEFGRID3
* xyz 0 1
C -2.20 -0.91 1.77
C -1.38 -1.49 0.68
C 0.13 -1.01 0.41
C 0.30 0.42 0.04
C 0.80 0.70 -1.19
C 1.45 1.97 -1.56
O 2.77 1.73 -2.26
H -2.65 0.08 1.42
H -1.49 -0.70 2.57
H -2.96 -1.46 2.37
H -1.39 -2.49 0.97
H -1.91 -1.52 -0.22
H 0.31 -1.63 -0.49
H 0.72 -1.53 1.22
H 0.31 1.29 0.82
H 0.90 -0.08 -1.96
H 1.87 2.40 -0.68
H 0.94 2.57 -2.29
H 3.48 1.64 -1.62
*
```

Results
* total energy: -8461.66733 eV
* LUMO energy: 0.97 eV
* relative energy (zero: lowest compared OMol25 entry of this formula, charge and spin): 61.95 kcal per mole
* structure (SMILES): CCC/C=C/CO
* E_HOMO: -9.426 eV

No. 7
C3H5I2N2 | ωB97M-V/def2-TZVPD

```
! RIJCOSX wB97M-V def2-TZVPD def2/J DEFGRID3
* xyz 1 1
C -0.37 0.49 0.52
C -1.14 0.79 -1.79
C -0.65 -0.60 1.45
N -0.90 0.49 -0.65
N -1.29 1.18 -2.88
I 1.04 1.97 1.13
I 3.07 -1.45 -0.16
H -0.95 -1.57 1.11
H -0.12 -0.70 2.42
H -1.63 -0.47 2.00
H -1.53 1.27 -3.81
H 4.47 -1.39 0.67
*
```

Results
* total energy: -22364.10027 eV
* LUMO energy: -5.82 eV
* relative energy (zero: lowest compared OMol25 entry of this formula, charge and spin): 46.55 kcal per mole
* E_HOMO: -12.907 eV

No. 8
C7H9NO2 | ωB97M-V/def2-TZVPD

```
! RIJCOSX wB97M-V def2-TZVPD def2/J DEFGRID3
* xyz 0 1
C 2.08 0.18 -1.20
C 1.47 0.17 -2.48
C 0.13 -0.17 -2.61
N -0.65 -0.63 -1.58
C 0.01 -0.79 -0.42
C 1.36 -0.28 -0.07
H 3.18 0.53 -0.99
H 2.17 0.48 -3.20
H -0.38 -0.16 -3.57
H -0.74 -1.18 0.39
H 1.89 -0.34 0.92
C -1.82 0.71 1.11
C -1.13 0.16 2.43
O -1.52 0.29 3.56
O -0.11 -0.66 2.13
H -2.49 1.57 1.60
H -1.18 1.22 0.34
H -2.36 -0.11 0.63
H 0.06 -0.99 3.01
*
```

Results
* total energy: -12988.33977 eV
* LUMO energy: 0.60 eV
* relative energy (zero: lowest compared OMol25 entry of this formula, charge and spin): 49.71 kcal per mole
* structure (SMILES): c1ccncc1.CC(=O)O
* E_HOMO: -9.501 eV

No. 9
C47H111N5O11 | ωB97M-V/def2-TZVPD

```
! RIJCOSX wB97M-V def2-TZVPD def2/J DEFGRID3
* xyz 0 1
C 14.59 17.04 11.53
C 15.87 17.38 12.30
C 15.44 17.50 13.78
C 16.84 16.26 12.20
C 17.87 16.28 11.02
C 18.51 17.66 10.92
C 17.47 18.81 10.82
C 18.04 20.24 10.92
C 16.79 18.68 9.45
N 16.51 18.69 11.94
O 15.55 19.73 11.79
H 13.75 17.70 11.54
H 14.83 16.79 10.52
H 14.30 16.07 11.95
H 16.27 17.71 14.47
H 14.61 18.23 13.98
H 15.03 16.49 14.12
H 17.42 16.31 13.13
H 16.37 15.27 12.23
H 18.70 15.62 11.21
H 17.45 16.06 10.05
H 19.10 17.68 10.04
H 19.17 17.83 11.75
H 18.79 20.30 10.14
H 18.56 20.28 11.89
H 17.18 20.91 10.86
H 17.44 18.89 8.57
H 15.99 19.44 9.24
H 16.32 17.74 9.21
H 15.01 19.46 11.04
C 22.75 14.19 22.16
C 21.98 14.00 20.83
C 21.40 15.36 20.37
C 22.93 13.50 19.76
C 22.24 12.89 18.55
C 21.38 11.75 19.01
C 20.25 12.28 19.92
C 19.14 13.10 19.18
C 19.46 11.13 20.65
N 21.01 12.97 21.04
O 19.98 13.44 22.04
H 23.65 14.74 21.95
H 22.10 14.64 22.90
H 23.10 13.19 22.48
H 20.67 15.31 19.54
H 20.85 15.77 21.21
H 22.17 16.06 20.21
H 23.64 14.30 19.60
H 23.58 12.69 20.11
H 21.58 13.64 18.07
H 22.86 12.39 17.78
H 22.00 10.98 19.59
H 20.94 11.21 18.16
H 18.68 13.68 19.99
H 18.46 12.40 18.58
H 19.54 13.83 18.52
H 20.10 10.49 21.26
H 19.19 10.39 19.83
H 18.56 11.38 21.23
H 20.13 12.82 22.73
C 21.41 18.89 17.65
C 22.86 19.33 17.56
C 23.34 19.80 18.95
C 23.80 18.21 17.12
C 23.75 17.84 15.67
C 24.08 19.08 14.81
C 23.09 20.23 15.16
C 23.68 21.55 14.55
C 21.64 20.06 14.62
N 23.19 20.47 16.65
O 22.34 21.53 17.06
H 20.68 19.69 17.82
H 21.16 18.38 16.77
H 21.23 18.36 18.57
H 23.22 18.92 19.59
H 24.40 20.10 18.92
H 22.73 20.54 19.42
H 24.84 18.46 17.42
H 23.67 17.28 17.70
H 24.52 17.03 15.54
H 22.82 17.53 15.33
H 24.08 18.81 13.72
H 25.09 19.46 15.04
H 24.67 21.68 15.02
H 23.02 22.40 14.80
H 23.64 21.31 13.48
H 20.85 20.75 14.99
H 21.34 19.03 14.82
H 21.67 20.16 13.55
H 22.88 22.28 16.93
C 21.39 12.15 15.33
O 22.14 10.99 15.67
C 21.66 9.78 15.13
C 22.71 8.78 15.31
N 22.90 8.56 16.74
C 23.95 7.54 16.95
C 24.24 7.48 18.42
O 24.78 8.69 18.77
C 25.14 8.81 20.16
H 21.17 12.22 14.28
H 21.92 13.03 15.66
H 20.45 12.23 15.87
H 21.43 10.03 14.03
H 20.68 9.52 15.62
H 23.62 9.05 14.78
H 22.41 7.82 14.87
H 23.19 9.47 17.13
H 24.92 7.71 16.44
H 23.45 6.59 16.71
H 24.88 6.61 18.65
H 23.32 7.34 19.00
H 25.92 8.06 20.39
H 24.26 8.60 20.79
H 25.58 9.79 20.31
C 11.29 19.35 15.05
O 11.02 18.61 16.23
C 12.17 17.96 16.61
C 13.02 18.97 17.39
N 14.33 18.39 17.89
C 14.50 18.10 19.29
C 15.90 17.57 19.33
O 16.17 16.64 20.39
C 17.51 16.47 20.71
H 12.23 19.91 15.03
H 10.49 20.06 14.78
H 11.45 18.70 14.09
H 12.80 17.69 15.71
H 11.93 17.14 17.21
H 12.48 19.42 18.21
H 13.34 19.79 16.67
H 14.57 17.57 17.35
H 13.71 17.45 19.77
H 14.51 19.05 19.89
H 16.59 18.41 19.32
H 16.10 16.97 18.43
H 18.07 16.31 19.78
H 17.78 15.65 21.44
H 17.82 17.47 21.11
C 13.81 13.09 18.77
C 15.25 13.32 18.50
O 15.42 14.66 18.12
H 13.60 12.04 18.92
H 13.21 13.46 17.95
H 13.57 13.70 19.67
H 15.70 12.72 17.73
H 15.78 13.14 19.40
H 15.29 15.34 18.86
C 22.15 16.67 11.73
C 22.24 15.49 12.66
O 21.02 14.81 12.79
H 23.21 16.91 11.55
H 21.59 17.51 12.19
H 21.69 16.36 10.81
H 22.58 15.78 13.64
H 22.95 14.73 12.24
H 20.32 15.43 13.10
C 18.05 20.12 16.30
C 17.94 20.24 14.80
O 18.34 19.01 14.22
H 17.17 19.65 16.74
H 18.18 21.11 16.77
H 19.03 19.59 16.48
H 18.59 21.09 14.49
H 16.92 20.48 14.53
H 17.68 18.76 13.59
C 18.89 16.27 17.01
C 18.72 15.73 15.57
O 19.64 16.36 14.66
H 18.04 15.85 17.64
H 18.76 17.39 17.05
H 19.86 15.99 17.33
H 17.74 15.99 15.18
H 18.93 14.65 15.48
H 19.42 17.28 14.54
*
```

Results
* total energy: -80503.17328 eV
* LUMO energy: 0.50 eV
* relative energy (zero: lowest compared OMol25 entry of this formula, charge and spin): 7.38 kcal per mole
* structure (SMILES): CC1(C)CCCC(C)(C)N1O.CC1(C)CCCC(C)(C)N1O.CC1(C)CCCC(C)(C)N1O.COCCNCCOC.COCCNCCOC.CCO.CCO.CCO.CCO
* E_HOMO: -8.456 eV

No. 10
C5H7NO | ωB97M-V/def2-TZVPD

```
! RIJCOSX wB97M-V def2-TZVPD def2/J DEFGRID3
* xyz 0 1
O -0.07 -2.05 1.67
C -0.06 -1.01 1.08
C -1.30 -0.32 0.46
C -0.95 0.15 -0.94
C 0.30 0.49 -1.26
C 1.44 0.42 -0.28
N 1.05 -0.11 1.05
H -1.64 0.55 1.06
H -2.12 -1.04 0.49
H -1.74 0.21 -1.67
H 0.55 0.80 -2.27
H 1.83 1.43 -0.09
H 2.28 -0.14 -0.70
H 0.43 0.62 1.40
*
```

Results
* total energy: -8834.79776 eV
* LUMO energy: 0.69 eV
* relative energy (zero: lowest compared OMol25 entry of this formula, charge and spin): 32.40 kcal per mole
* structure (SMILES): O=C1CC=CCN1
* E_HOMO: -9.543 eV